Formula: C5H7N
Source: the OMol25 dataset
Level of theory: ωB97M-V with the def2-TZVPD basis set

SMILES = C1[C@@H]2[C@H]1[C@@H]1N[C@H]21
E_HOMO = -8.8 eV
Kohn-Sham gap = 10.010 eV
ΔE to the lowest compared entry with this formula, charge and spin = 340.5 kJ/mol
strongest force on any atom = 0.462 eV/A

Positions of all 13 atoms, in Å:
C: 1.199 -0.372 0.612
C: 0.681 0.775 -0.187
C: 0.457 -0.635 -0.673
C: -1.080 -0.419 -0.579
N: -1.528 -0.098 0.749
C: -0.871 0.942 -0.022
H: 2.269 -0.545 0.548
H: 0.800 -0.596 1.599
H: 1.332 1.519 -0.637
H: 0.937 -1.151 -1.497
H: -1.783 -0.785 -1.322
H: -0.976 -0.499 1.497
H: -1.437 1.863 -0.088


Formula: C19H35NO9PS
Source: the OMol25 dataset
Level of theory: ωB97M-V with the def2-TZVPD basis set

E_HOMO = -11.9 eV
Kohn-Sham gap = 8.853 eV
net charge = +1
strongest force on any atom = 2.764 eV/A

Positions of all 66 atoms, in Å:
C: 5.420 1.173 -3.618
C: 4.515 0.979 -4.833
O: 3.136 0.785 -4.454
C: 2.389 1.926 -4.381
N: 0.985 1.575 -4.818
P: 0.193 0.164 -3.968
S: 0.714 -1.587 -4.543
H: 5.748 2.201 -3.555
H: 6.279 0.522 -3.664
H: 4.832 0.923 -2.743
H: 4.796 0.066 -5.337
H: 4.616 1.784 -5.553
H: 2.350 2.336 -3.371
H: 2.738 2.716 -5.042
H: 0.410 2.405 -4.621
H: 0.949 1.420 -5.829
H: -1.151 0.421 -4.261
H: 0.347 0.372 -2.591
O: -1.430 3.018 -1.562
C: -1.416 2.124 -0.765
O: -1.549 0.833 -1.154
C: -1.575 -0.037 0.008
C: -0.900 0.760 1.113
C: -1.272 2.198 0.740
H: -2.614 -0.271 0.242
H: -1.050 -0.960 -0.225
H: -1.217 0.452 2.106
H: 0.182 0.635 1.052
H: -2.231 2.503 1.161
H: -0.508 2.920 1.013
O: -1.725 -2.527 2.909
C: -2.778 -2.946 2.520
O: -3.814 -2.133 2.215
C: -4.977 -2.928 1.866
C: -4.425 -4.278 1.442
C: -3.178 -4.393 2.316
H: -5.617 -3.021 2.742
H: -5.523 -2.423 1.072
H: -5.141 -5.085 1.574
H: -4.135 -4.249 0.389
H: -3.399 -4.830 3.291
H: -2.374 -4.946 1.839
O: 8.888 2.910 -4.130
C: 8.507 3.577 -3.218
O: 7.198 3.926 -3.079
C: 7.040 4.813 -1.952
C: 8.252 4.553 -1.066
C: 9.321 4.181 -2.094
H: 7.008 5.838 -2.325
H: 6.098 4.587 -1.457
H: 8.510 5.402 -0.438
H: 8.057 3.700 -0.415
H: 9.843 5.057 -2.481
H: 10.043 3.463 -1.719
O: -7.004 -4.410 3.664
C: -7.007 -4.101 4.822
O: -6.225 -4.715 5.731
C: -6.507 -4.214 7.054
C: -7.131 -2.842 6.832
C: -7.851 -3.039 5.497
H: -7.191 -4.909 7.544
H: -5.580 -4.177 7.619
H: -7.779 -2.530 7.648
H: -6.347 -2.093 6.720
H: -8.859 -3.434 5.625
H: -7.886 -2.138 4.893


Formula: C44H40N2RuS4Sb2
Source: the OMol25 dataset
Level of theory: ωB97M-V with the def2-TZVPD basis set

E_HOMO = -7.6 eV
Kohn-Sham gap = 6.068 eV
ΔE to the lowest compared entry with this formula, charge and spin = 97.0 kJ/mol
strongest force on any atom = 0.985 eV/A

Positions of all 93 atoms, in Å:
Ru: -0.466 -0.436 -1.006
C: -0.255 -1.692 1.785
C: -0.183 -0.310 2.460
C: -0.063 0.877 1.500
Sb: -2.043 1.325 0.658
C: -1.534 3.151 -0.342
C: -0.461 3.192 -1.228
C: -0.190 4.339 -1.962
C: -0.997 5.459 -1.824
C: -2.072 5.428 -0.947
C: -2.339 4.282 -0.212
C: -2.553 2.227 2.540
C: -3.478 1.630 3.389
C: -3.684 2.120 4.674
C: -2.971 3.222 5.117
C: -2.052 3.832 4.273
C: -1.839 3.336 2.996
Sb: -1.664 -3.224 2.427
C: -2.239 -2.500 4.357
C: -1.415 -1.734 5.179
C: -1.842 -1.331 6.438
C: -3.099 -1.694 6.897
C: -3.919 -2.482 6.102
C: -3.488 -2.886 4.846
C: -3.325 -2.435 1.322
C: -3.264 -2.602 -0.061
C: -4.228 -2.052 -0.895
C: -5.297 -1.357 -0.348
C: -5.401 -1.234 1.030
C: -4.422 -1.772 1.859
H: 0.726 -2.165 1.822
H: -0.494 -1.637 0.695
H: 0.709 -0.301 3.091
H: -1.035 -0.145 3.126
H: 0.728 0.690 0.762
H: 0.218 1.791 2.024
H: 0.181 2.325 -1.357
H: 0.649 4.354 -2.647
H: -0.790 6.352 -2.400
H: -2.707 6.298 -0.837
H: -3.182 4.275 0.469
H: -4.044 0.776 3.053
H: -4.399 1.633 5.325
H: -3.127 3.606 6.117
H: -1.493 4.696 4.612
H: -1.110 3.816 2.354
H: -0.425 -1.447 4.848
H: -1.189 -0.730 7.058
H: -3.435 -1.374 7.875
H: -4.894 -2.787 6.461
H: -4.139 -3.511 4.243
H: -2.454 -3.164 -0.509
H: -4.141 -2.172 -1.968
H: -6.051 -0.923 -0.992
H: -6.243 -0.709 1.466
H: -4.527 -1.678 2.932
S: -1.803 -2.074 -5.007
C: -1.347 -1.478 -3.563
S: -1.480 0.146 -2.982
S: -0.605 -2.365 -2.250
N: 2.602 -3.000 -0.615
C: 3.576 -2.296 0.001
N: 4.832 -2.752 -0.171
S: 3.243 -0.951 0.938
H: 2.848 -3.670 -1.326
H: 1.727 -2.518 -0.754
H: 5.059 -3.363 -0.940
H: 5.569 -2.192 0.219
C: 1.135 -0.250 -1.807
C: 2.165 -0.217 -2.536
C: 3.226 -0.209 -3.340
C: 3.675 1.036 -3.997
C: 3.194 2.269 -3.548
C: 3.569 3.440 -4.177
C: 4.426 3.399 -5.271
C: 4.906 2.182 -5.729
C: 4.534 1.005 -5.097
C: 3.936 -1.487 -3.605
C: 5.320 -1.579 -3.477
C: 5.959 -2.793 -3.681
C: 5.222 -3.920 -4.023
C: 3.841 -3.830 -4.160
C: 3.198 -2.619 -3.946
H: 2.523 2.291 -2.698
H: 3.190 4.389 -3.820
H: 4.714 4.317 -5.768
H: 5.564 2.145 -6.587
H: 4.897 0.059 -5.474
H: 5.891 -0.701 -3.202
H: 7.034 -2.859 -3.573
H: 5.724 -4.863 -4.198
H: 3.265 -4.703 -4.439
H: 2.121 -2.535 -4.045


Formula: C12H24ClIN2O3PV
Source: the OMol25 dataset
Level of theory: ωB97M-V with the def2-TZVPD basis set

E_HOMO (alpha / beta) = -14.6 / -14.6 eV
Kohn-Sham gap (alpha / beta) = 4.087 / 4.658 eV
2S+1 = 3
net charge = +2
strongest force on any atom = 9.535 eV/A

Positions of all 45 atoms, in Å:
C: 0.915 0.632 -2.969
C: -0.048 0.967 -1.905
H: 0.814 1.301 -3.835
H: 0.782 -0.415 -3.298
H: 1.932 0.729 -2.540
O: -0.795 1.921 -1.732
I: -0.329 -1.112 2.510
V: -0.045 -0.217 0.007
P: -1.683 -1.628 -0.799
C: -3.363 -1.142 -0.348
C: -1.675 -1.861 -2.597
H: -0.360 -3.524 -0.093
H: -1.952 -4.037 -0.728
H: -1.807 -3.343 0.922
C: -1.432 -3.298 -0.106
H: -0.692 -2.226 -2.926
H: -2.443 -2.600 -2.866
H: -4.070 -1.898 -0.718
H: -3.600 -0.168 -0.797
H: -1.885 -0.916 -3.115
H: -3.453 -1.054 0.743
C: -1.309 1.009 0.650
O: -2.080 1.791 1.053
Cl: 1.539 -1.680 -0.815
C: 3.166 -0.280 1.803
N: 2.782 0.978 2.376
C: 3.105 1.202 3.763
C: 3.402 2.665 3.902
C: 2.158 3.431 3.539
N: 1.767 3.072 2.199
C: 1.015 4.031 1.435
C: 2.024 1.848 1.642
O: 1.597 1.557 0.488
H: 2.316 -0.964 1.763
H: 3.937 -0.706 2.452
H: 3.578 -0.146 0.795
H: 2.274 0.889 4.420
H: 3.974 0.583 3.990
H: 4.210 2.934 3.215
H: 3.734 2.905 4.908
H: 2.325 4.510 3.556
H: 1.340 3.204 4.246
H: 0.127 4.356 1.991
H: 1.628 4.922 1.240
H: 0.718 3.578 0.487


> Look up the strongest force on any atom of the second one.

2.764 eV/A


> Number 4 is which compound?

C12H24ClIN2O3PV